Model one:
Below is 7 unconnected molecules or ions with the total composition H14O7, with properties calculated with ωB97M-V with the def2-TZVPD basis set.

Values from the calculation:
E_LUMO	0.048	eV

Each line ends with the Mulliken charge.
Cartesian coordinates (Å):
O -1.59594 2.21963 2.61746  -0.648
H 2.81496 -0.81215 0.34039  0.278
H -2.02429 -2.53070 -2.73069  0.302
H -0.92412 1.94726 3.25264  0.327
O 2.04350 -1.03551 0.87326  -0.634
H 0.43518 0.66856 -0.11533  0.404
H 0.22601 1.06460 1.33706  0.255
O 0.58857 -3.25804 0.64842  -0.607
H 2.26346 2.16966 0.67250  0.308
H 2.15071 0.74882 0.14473  0.372
H 0.00469 -3.17212 -0.11361  0.319
O 1.84944 1.64856 -0.02466  -0.692
O -1.89180 2.94107 -2.78262  -0.631
H -2.05750 -2.24364 -1.23853  0.323
H 1.01973 -4.11023 0.51859  0.293
H -1.84640 1.40062 2.17533  0.329
H -2.25828 2.06116 -2.92558  0.308
H 1.32037 -1.06815 0.23685  0.436
O -1.58399 -2.75613 -1.90346  -0.634
O 0.58189 0.35881 0.78552  -0.729
H -1.05782 2.92908 -3.26565  0.322

***

Model two:
Below is 7 unconnected molecules or ions with the total composition H14O7, with properties calculated with ωB97M-V with the def2-TZVPD basis set.

Values from the calculation:
E_LUMO	-0.068	eV

Each line ends with the Mulliken charge.
Cartesian coordinates (Å):
H -1.75554 2.98623 -1.32031  0.322
H -1.49593 0.21318 2.73339  0.306
H -0.81440 -0.51392 0.29133  0.325
H 0.87397 -1.06166 1.31049  0.308
O 0.06542 -1.48880 1.61303  -0.670
H -0.36204 -0.40139 -1.10352  0.317
H 0.20126 -2.35596 1.30247  0.316
H 1.89621 -3.54669 -2.52586  0.316
O -1.75660 2.52397 -0.48579  -0.693
H -1.41550 1.62328 -0.61559  0.432
H 1.45859 -2.25527 -1.74614  0.394
H 1.37528 3.33292 0.01955  0.286
H 0.07497 2.50413 0.17972  0.352
O 0.89004 2.69997 0.59103  -0.641
O 1.50489 -3.19434 -1.71907  -0.640
H 1.54373 0.35613 -2.05140  0.308
O -2.43598 0.03568 3.01440  -0.632
O -0.91802 0.02221 -0.46975  -0.622
H 1.89173 -0.14819 -0.73867  0.304
O 1.69214 -0.46598 -1.59287  -0.699
H -2.51421 -0.86550 3.31354  0.310

***

Model three:
Below is 7 unconnected molecules or ions with the total composition H14O7, with properties calculated with ωB97M-V with the def2-TZVPD basis set.

Values from the calculation:
E_LUMO	-0.119	eV

Each line ends with the Mulliken charge.
Cartesian coordinates (Å):
H 8.76423 -1.75595 -19.77345  0.322
H 7.05474 -5.39151 -18.97441  0.313
O 9.71530 -4.33340 -20.56347  -0.679
H 7.76185 -4.30425 -19.75529  0.362
H 6.89704 -2.90687 -17.74244  0.304
H 8.38357 -3.43039 -18.40423  0.525
O 8.99927 -1.02642 -19.20007  -0.647
H 9.25595 -3.69939 -20.01276  0.335
H 7.14684 -4.26270 -17.11698  0.303
O 8.59717 -2.67428 -16.23574  -0.705
O 11.56475 -2.44813 -17.24261  -0.654
H 11.86420 -3.08959 -17.88689  0.328
H 9.04224 -4.66910 -21.15552  0.279
O 7.17626 -3.79784 -17.95320  -0.691
H 12.20276 -1.73671 -17.29783  0.280
O 7.53525 -5.23370 -19.78707  -0.643
H 7.92971 -2.80250 -15.56173  0.301
H 9.77014 -3.11376 -17.88548  0.301
O 9.31178 -3.52721 -18.61705  -0.554
H 9.92078 -0.85554 -19.39460  0.298
H 9.25485 -3.34531 -16.05293  0.322

***

Model four:
Below is a molecular structure, H14O7, with properties calculated with ωB97M-V with the def2-TZVPD basis set.

Values from the calculation:
E_LUMO	-0.351	eV

Each line ends with the Mulliken charge.
Cartesian coordinates (Å):
H 2.40580 -0.46045 -0.36441  0.188
O -0.95579 -1.51869 -1.06502  -1.009
O -0.58009 1.80557 -0.38792  -0.594
H -0.41306 1.01630 0.12722  0.384
O 2.93541 -0.91962 -1.01627  -0.595
H 0.16097 1.85959 -0.99138  0.254
H 0.90660 0.28360 -0.12793  0.887
O -2.00285 1.00865 0.67907  -0.825
O -1.69029 -0.87300 0.81206  -0.649
H -2.23748 -1.21049 0.10288  0.286
H -1.23170 -1.75738 -0.18008  0.329
H -0.31304 -0.82121 -0.93608  0.415
O 1.61235 0.95986 -0.04302  -0.494
H 3.76262 -1.09985 -0.56965  0.284
H -1.73120 0.09124 0.65079  0.633
H -2.74895 1.01965 1.27860  0.247
H -0.26118 -0.34629 0.60106  0.314
H 1.64573 1.89201 -0.25801  0.246
O 0.09864 -0.20814 -0.27511  -0.952
H 2.41605 0.79864 0.45126  0.351
H -1.77853 -1.52000 1.51195  0.301

***

Q: Which of them is the most stable? A: model two.

***

Model one:
Below is 7 unconnected molecules or ions with the total composition H14O7, with properties calculated with ωB97M-V with the def2-TZVPD basis set.

Values from the calculation:
E_LUMO	0.067	eV

Each line ends with the Mulliken charge.
Cartesian coordinates (Å):
H -0.80530 -0.78979 0.96273  0.298
O 1.02846 0.41736 -1.61032  -0.630
H -2.67276 3.57960 -1.88707  0.289
H 0.68738 -2.93930 1.09698  0.307
O -3.18629 3.49670 -1.07565  -0.624
O 0.07351 2.72557 -3.23783  -0.613
O 1.10587 -2.71284 1.93517  -0.631
O -1.06977 -3.59794 1.78212  -0.663
H 2.64055 0.58301 1.13670  0.280
H -0.86265 -3.82308 2.69612  0.340
H -0.34834 1.97690 -2.80133  0.322
H -0.68606 -4.31889 1.27028  0.322
O 2.35398 -0.33723 1.14131  -0.527
H -0.62646 3.38516 -3.30082  0.289
H 1.89611 0.82611 -1.70577  0.315
H -0.38354 0.61185 0.55338  0.288
H 2.11208 -0.51212 0.22486  0.281
H 0.73632 -1.85059 2.15639  0.317
H -2.66443 3.97067 -0.41838  0.328
O -0.33316 -0.01372 1.28490  -0.604
H 1.19632 -0.52261 -1.74171  0.316

***

Model two:
Below is 7 unconnected molecules or ions with the total composition H14O7, with properties calculated with ωB97M-V with the def2-TZVPD basis set.

Values from the calculation:
E_LUMO	-0.084	eV

Each line ends with the Mulliken charge.
Cartesian coordinates (Å):
O -2.04345 1.52969 1.47190  -0.647
H 0.10468 -0.73491 -2.54839  0.355
O 2.18565 -0.56168 2.90123  -0.636
O -2.80009 0.04226 -0.85045  -0.676
H 2.02511 0.86972 0.27699  0.416
H -2.13235 -0.61378 -0.68700  0.300
H -2.12466 1.25450 2.28903  0.275
H 2.78849 0.09377 2.87335  0.292
H -0.18344 0.69728 0.98673  0.321
H 1.88230 -0.81046 1.89704  0.333
O -0.56695 -1.94977 -1.07828  -0.675
H 0.37272 -2.05841 -1.23130  0.351
H -1.06415 -2.64851 -1.50710  0.243
O 0.16734 -0.15760 -3.36724  -0.634
H 0.12762 -0.84699 0.34725  0.399
H 3.20715 1.06108 -0.78781  0.304
O 2.86333 1.36198 0.05904  -0.655
O 0.46368 -0.05131 0.77434  -0.681
H -2.78557 0.72516 -0.01200  0.411
H -0.57039 0.32032 -3.31181  0.284
H -1.91703 2.47766 1.50447  0.320

***

Q: Which of them is the most stable? A: model one.

***

Model one:
Below is 7 unconnected molecules or ions with the total composition H14O7, with properties calculated with ωB97M-V with the def2-TZVPD basis set.

Values from the calculation:
E_LUMO	0.424	eV

Each line ends with the Mulliken charge.
Cartesian coordinates (Å):
H 2.46017 -2.49207 2.34988  0.301
H 2.31497 2.91568 -2.33858  0.316
H 3.23909 -3.34496 -0.48896  0.302
H -1.56086 2.16818 -0.11647  0.282
H -0.86886 0.24050 -0.89246  0.344
H -3.81776 -1.09077 -0.72793  0.344
O -1.78258 1.23689 -0.00453  -0.575
O -0.77151 1.74229 2.33014  -0.556
H -2.74611 1.22625 0.01761  0.255
O 2.24677 -1.67425 1.88660  -0.587
H 3.79740 3.00836 -2.01633  0.320
H 0.08668 1.92780 2.72773  0.289
H -1.40328 2.14039 2.93955  0.294
O 3.05141 -2.61634 -1.09136  -0.620
O -4.68580 -1.39003 -1.02108  -0.646
O 2.92562 3.15515 -1.63236  -0.636
H 2.83594 -1.02101 2.28049  0.301
H -0.63197 -1.25066 -1.06676  0.261
H -5.10281 -0.59411 -1.36981  0.305
O -1.07038 -0.61288 -0.49229  -0.599
H 2.08924 -2.56027 -1.09899  0.306

***

Model two:
Below is a molecular structure, H14O7, with properties calculated with ωB97M-V with the def2-TZVPD basis set.

Values from the calculation:
E_LUMO	-0.357	eV

Each line ends with the Mulliken charge.
Cartesian coordinates (Å):
H -3.42173 0.58486 -0.65500  0.300
H -1.46117 1.95053 -0.59677  0.340
H 0.93723 -2.85093 0.34104  0.268
O 1.07199 -0.40227 -1.53903  -0.750
H 1.39482 -0.23900 1.36871  0.382
H 0.92758 2.68306 -0.17138  0.249
O 0.88180 1.79070 0.17187  -0.813
H -2.53329 -0.21996 0.26958  0.275
H 2.00355 -0.24491 -1.69286  0.234
H 0.66936 -1.39582 0.66161  0.598
H -0.10540 0.33767 -0.14866  0.317
O -0.72294 1.37641 -0.80080  -0.604
O 0.03679 -0.36553 0.48499  -0.594
H 0.90715 -1.05616 2.54614  0.273
H 0.18275 1.37500 -0.33285  0.698
H -0.83935 -0.58185 0.80407  -0.096
O 1.60257 -1.01465 1.88971  -0.739
H 1.04780 -1.19515 -1.00330  0.466
O 1.09537 -1.96342 0.01928  -0.636
O -2.61881 0.64234 -0.13707  -0.581
H -1.05605 0.78907 -1.47927  0.412

***

Q: Which of them is the most stable? A: model one.

***

Model one:
Below is 7 unconnected molecules or ions with the total composition H14O7, with properties calculated with ωB97M-V with the def2-TZVPD basis set.

Values from the calculation:
E_LUMO	-0.484	eV

Each line ends with the Mulliken charge.
Cartesian coordinates (Å):
O 2.58919 1.63243 -0.53762  -0.667
H -1.26081 2.25943 -3.10462  0.278
O 0.04619 -2.17157 -1.06862  -0.579
O 0.72519 0.88543 2.07638  -0.638
H 0.39519 -3.07257 -1.16262  0.277
H 1.69219 0.74043 2.01438  0.294
H -1.82881 0.00743 -0.38062  0.596
H 2.62519 0.66043 -0.61662  0.346
O -0.34781 -1.89157 1.63138  -0.613
H 0.63119 1.05043 3.00038  0.285
H -0.00281 -1.20157 2.20738  0.328
H 0.15219 -1.95857 -0.14762  0.333
H 3.17219 1.92243 0.15138  0.293
O -1.16081 1.32943 -3.03262  -0.658
H -0.18781 0.60043 0.48238  0.249
O -0.25681 0.89143 -0.45062  -0.666
H -2.62381 -1.30057 -0.06862  0.281
H 0.65119 1.11543 -0.52862  0.289
O -2.70081 -0.41757 -0.34162  -0.634
H -1.12881 1.10443 -2.08362  0.326
H -1.18081 -2.18557 1.96038  0.281

***

Model two:
Below is 7 unconnected molecules or ions with the total composition H14O7, with properties calculated with ωB97M-V with the def2-TZVPD basis set.

Values from the calculation:
E_LUMO	-0.303	eV

Each line ends with the Mulliken charge.
Cartesian coordinates (Å):
O 2.12580 1.30428 1.62075  -0.643
H -0.80364 2.54821 -0.33992  0.345
O -1.39910 -4.18180 0.93724  -0.599
H -3.59040 -0.90491 0.51561  0.295
H -2.15666 -0.45158 0.69109  0.458
H 2.23474 -1.44651 -1.55059  0.287
H -0.82793 3.19882 1.02683  0.289
H 2.38719 -0.28985 -2.51536  0.300
H 1.69655 2.03892 2.05926  0.301
H 1.67204 2.75290 -1.28431  0.268
H 1.58559 1.13693 0.84847  0.386
O 1.79311 -0.65565 -1.86000  -0.622
H -1.59680 -5.11135 0.82286  0.307
O -1.32272 3.13511 0.20991  -0.615
H 1.34145 1.29706 -1.53560  0.296
O 1.12424 2.03526 -0.96629  -0.534
O -2.99490 -0.50599 1.15002  -0.620
H -0.29122 -1.25745 0.35712  0.311
O -0.59187 -0.49762 -0.14135  -0.756
H -0.59567 -4.04383 0.43557  0.299
H 0.21020 -0.10095 -0.48130  0.249

***

Q: Which of them is the most stable? A: model two.

***

Model one:
Below is 2 unconnected molecules or ions with the total composition C3H6N3P, with properties calculated with ωB97M-V with the def2-TZVPD basis set.

Values from the calculation:
E_LUMO (alpha / beta)	-0.712 / -0.666	eV

Each line ends with the Mulliken charge.
Cartesian coordinates (Å):
P 2.76566 1.08892 -0.22103  -0.049
C -0.41133 0.53511 0.43824  0.028
H -2.71751 -1.45774 -0.71636  0.337
H 2.54940 -1.14203 -0.77964  0.280
H 2.73528 -0.98785 0.75307  0.273
H -1.64304 2.26299 -0.04305  0.263
N 2.94087 -0.52484 -0.09668  -0.405
N -2.40433 0.67311 -0.47135  -0.645
H 0.74551 0.98161 0.63883  -0.076
H -0.26485 -1.39594 0.75214  0.461
N -1.32392 1.32606 -0.23371  0.149
C -2.11286 -0.61478 -0.28957  -0.371
C -0.85887 -0.74463 0.26912  -0.245

***

Model two:
Below is 2 unconnected molecules or ions with the total composition C3H6N3P, with properties calculated with ωB97M-V with the def2-TZVPD basis set.

Values from the calculation:
E_LUMO	-0.043	eV

Each line ends with the Mulliken charge.
Cartesian coordinates (Å):
H -0.72768 0.09456 2.77580  0.353
C 1.33216 0.04178 0.23443  -0.116
H -1.52939 1.11647 0.56953  0.247
N -1.64675 -0.62895 -2.22231  -0.466
H -2.03245 -1.48391 -1.80260  0.215
N -0.57812 0.84154 0.76898  0.048
P -0.13321 -0.75291 -2.78389  0.170
H -0.13557 0.73932 -2.90387  0.077
H 1.74809 -0.69831 2.46802  0.273
H 2.33973 -0.00369 -0.32732  0.321
C 1.15166 -0.28169 1.57110  -0.421
N 0.30054 0.75090 -0.22074  -0.533
C -0.08901 0.26489 1.87288  -0.169

***

Q: Which of them is the most stable? A: model two.